[1]
Computed, not measured: C12H26CaN6O6 as an isolated structure, with wB97M-V/def2-TZVPD.

```
51
Properties=species:S:1:pos:R:3:forces:R:3
O 0.421697 -1.780245 -4.594418 -1.21 0.15 0.25
H -0.567019 -1.854226 -4.632613 1.19 0.12 0.07
Ca 0.196859 0.064833 -0.540981 -0.01 -1.59 -1.26
N 1.790642 -1.528358 -1.159675 -0.48 -0.27 -0.21
N -0.600726 -2.110830 -0.301868 -0.12 -0.24 0.20
N 0.555902 2.246590 -1.019103 0.20 3.72 1.02
N -1.613353 1.344005 0.234217 0.46 1.96 2.41
O 2.844635 -1.105284 -1.705575 0.18 -0.21 0.11
O 1.693037 2.886357 -1.598799 -0.52 -1.18 0.38
O -2.397719 0.731465 1.258651 0.38 0.69 -1.29
O -1.729536 -2.320675 0.274164 0.49 -0.09 -0.31
C 0.033463 -3.100809 -0.962148 0.80 0.29 -0.02
C 1.323996 -2.763478 -1.509172 -0.48 0.74 0.74
C -0.071927 3.093860 -0.194737 2.05 -1.66 -2.52
C -1.262109 2.602788 0.501199 -1.65 -3.00 0.26
C 2.168485 -3.547790 -2.432719 -0.09 -0.36 0.15
H 2.148952 -3.007573 -3.388734 0.28 -0.23 0.14
H 1.762330 -4.545226 -2.567170 0.08 -0.07 -0.15
H 3.186256 -3.617736 -2.007386 -0.36 0.14 -0.45
C -0.613305 -4.430635 -1.115171 0.12 0.04 -0.13
H -1.562901 -4.245772 -1.632017 -0.01 -0.40 0.28
H -0.774236 -4.872299 -0.121100 -0.25 0.09 -0.35
H 0.008999 -5.103922 -1.709962 -0.22 0.10 0.12
C 0.515440 4.431961 0.073360 -0.52 0.48 0.05
C -1.914460 3.401060 1.594101 0.28 0.03 -0.03
H 1.217317 4.712166 -0.718532 -0.29 -0.01 0.45
H 1.009771 4.447568 1.055846 -0.01 -0.06 -0.29
H -0.312068 5.138081 0.119039 0.11 0.30 0.03
H -2.409298 2.723483 2.298096 0.07 0.24 -0.24
H -2.660784 4.104623 1.176294 0.40 -0.31 0.20
H -1.131377 3.963655 2.114290 -0.34 0.09 0.01
H 2.270455 2.171529 -1.950382 -0.70 0.19 0.03
H -2.339924 -0.227795 1.037389 -0.14 0.20 -0.26
C -1.639287 0.118763 -2.560261 -0.57 0.35 -0.62
H -1.496471 -0.129620 -3.614778 -0.02 -0.09 0.22
H -1.825099 1.206905 -2.505920 0.37 -0.19 0.12
H -2.540435 -0.378905 -2.158124 0.57 -0.15 0.01
O 2.050919 0.755146 -4.441127 -0.69 -0.28 -0.45
H 1.853616 -0.064337 -4.962791 0.01 0.72 0.90
H 1.158925 1.086299 -4.222493 0.50 -0.41 -0.21
C 1.099015 -0.739319 4.919505 0.33 -0.25 -0.23
N 0.060444 -0.089821 4.118815 -1.06 0.57 0.72
C -1.051899 0.664718 4.759723 0.38 -0.35 -0.44
C 0.278967 -0.038463 2.837061 1.52 -0.43 -2.01
N 0.720633 -0.113016 1.749141 -1.09 0.57 2.20
H 0.879464 -0.592446 5.973361 -0.04 0.02 -0.03
H 2.069446 -0.267865 4.688199 -0.26 -0.45 0.15
H 1.099328 -1.821780 4.703670 0.26 0.48 0.11
H -0.990663 1.737401 4.506453 -0.22 -0.50 0.01
H -2.028936 0.214070 4.512513 0.44 0.40 -0.05
H -0.885448 0.550904 5.822668 -0.14 0.12 0.19
```
Positions in Å, forces in eV/Å.

Properties
* LUMO level (alpha / beta): -1.18 / -1.35 eV
* molecular weight: 390.45 g mol⁻¹
* charge: 0
* F_max: 3.865 eV/A

---

[2]
Computed, not measured: C12H26CdN6O6 as an isolated structure, with wB97M-V/def2-TZVPD.

```
51
Properties=species:S:1:pos:R:3:forces:R:3
O -0.069280 -0.526731 -4.117805 -1.39 2.19 2.30
H 0.612265 0.019545 -4.551646 -0.20 -0.03 0.51
Cd 0.331475 -0.217500 -1.132919 3.08 0.56 2.45
N 0.164210 1.891460 -0.130252 2.99 1.29 -1.68
N 2.104038 1.135900 -1.756468 -0.43 1.86 1.74
N -1.400693 -1.277412 -0.061697 -1.33 -1.93 1.14
N 0.018101 -2.367260 -1.923440 -1.88 -1.84 0.52
O -0.774474 2.144899 0.712944 -2.08 -0.06 1.88
O -2.017105 -0.696602 1.058207 0.41 -0.44 -1.03
O 0.445471 -2.823567 -3.145774 0.05 0.53 0.00
O 2.949015 0.758843 -2.616510 0.84 -0.34 -1.11
C 2.242328 2.357156 -1.159918 0.16 -2.74 -1.65
C 1.220619 2.736689 -0.239705 -2.78 -1.84 0.72
C -1.537105 -2.589129 -0.171972 0.21 2.83 1.42
C -0.780103 -3.192027 -1.259138 1.95 1.16 -1.94
C 1.317931 3.956833 0.607914 -0.16 0.25 0.09
H 1.799868 3.727885 1.571272 -0.15 0.05 -0.16
H 0.315850 4.349783 0.810357 0.19 -0.12 0.04
H 1.915961 4.726926 0.111861 -0.16 -0.10 0.15
C 3.431176 3.166322 -1.519451 0.24 0.23 -0.13
H 3.416933 3.411207 -2.591871 0.11 -0.10 0.18
H 4.350325 2.594519 -1.332262 -0.15 0.08 -0.14
H 3.475921 4.097771 -0.953507 0.04 -0.11 -0.07
C -2.351267 -3.414682 0.765147 -0.17 -0.11 0.12
C -0.945318 -4.624702 -1.638559 -0.21 -0.16 -0.30
H -3.027394 -2.783467 1.347896 0.18 -0.15 -0.15
H -1.700897 -3.967333 1.458502 -0.08 0.16 -0.16
H -2.931509 -4.158361 0.207205 0.09 0.14 0.12
H -0.327182 -4.838577 -2.514745 -0.19 0.01 0.25
H -1.994657 -4.845842 -1.878947 0.23 0.02 0.04
H -0.649786 -5.290823 -0.816638 -0.06 0.24 -0.11
H -1.783853 0.264966 0.985832 0.19 0.02 -0.09
H 0.370250 -1.961405 -3.702975 0.35 -0.85 0.74
C -0.782348 0.405631 -2.955259 -0.65 0.02 -5.05
H -0.079958 1.197967 -2.612773 -0.36 -0.67 -0.14
H -1.405060 -0.249991 -2.308883 0.60 0.27 -0.54
H -1.542670 0.971171 -3.506919 0.14 -0.15 -0.05
O -3.415346 2.938535 -0.124770 0.05 -0.45 -0.12
H -3.824166 2.147083 -0.504838 0.17 0.32 0.19
H -2.509802 2.659566 0.141008 0.01 0.10 -0.03
C -0.585004 0.634229 3.870085 -0.33 0.14 -0.32
N 0.577921 -0.168702 3.467448 -0.34 0.38 0.84
C 1.338317 -0.844650 4.512043 0.35 -0.38 -0.09
C 0.873085 -0.363881 2.214718 0.90 -0.44 -2.63
N 1.199780 -0.559801 1.098873 -0.63 0.14 2.38
H -0.444582 0.908691 4.920124 -0.06 0.05 -0.30
H -1.518748 0.058761 3.769679 0.27 0.14 0.07
H -0.658404 1.536161 3.247936 0.05 -0.24 0.10
H 1.230358 -1.936493 4.439279 0.01 0.25 0.10
H 2.404821 -0.594286 4.435211 -0.26 -0.05 0.07
H 0.950702 -0.505286 5.476121 0.18 -0.14 -0.21
```
Positions in Å, forces in eV/Å.

Properties
* LUMO level (alpha / beta): -1.07 / -1.07 eV
* molecular weight: 462.79 g mol⁻¹
* charge: 0
* F_max: 5.090 eV/A

---

[3]
Computed, not measured: C12H26CrNO5P2S as an isolated structure, with wB97M-V/def2-TZVPD.

```
48
Properties=species:S:1:pos:R:3:forces:R:3
Cr -0.142917 0.475489 0.851270 -0.13 -0.57 1.18
P -2.393031 0.240771 0.233215 -0.42 0.14 0.63
C -2.482792 0.727626 -1.539355 0.28 1.15 -0.04
C -1.058482 1.201263 -1.924938 0.66 0.48 -0.53
N 0.028558 1.054250 -1.106640 0.15 -0.83 -0.23
C 1.306050 1.237759 -1.558527 -0.22 0.38 0.06
C 1.521694 1.811061 -2.791442 0.19 0.25 -0.10
C 0.430904 2.163265 -3.582412 0.17 -0.24 -0.06
C -0.851912 1.814949 -3.154402 0.23 -0.03 -0.54
C 2.514945 0.827046 -0.685959 -0.90 0.45 -0.14
P 2.124436 -0.795821 0.085372 1.30 -0.19 0.52
H -1.693714 1.973178 -3.814927 -0.03 0.05 0.03
H 2.559030 2.010738 -3.061717 -0.40 -0.03 -0.28
H 0.622696 2.635736 -4.555247 -0.36 -0.19 0.49
H 3.443192 0.762453 -1.281825 -0.51 0.32 0.21
H 2.634974 1.567924 0.127073 0.07 -0.25 -0.29
H -2.936112 0.068480 -2.312177 0.69 -0.05 0.67
H -3.165916 1.617062 -1.552611 0.65 -0.54 -0.07
H -0.738204 -2.254459 -2.931529 0.37 0.14 -0.22
O -1.424680 -2.485327 -3.566174 -1.54 -0.64 1.98
H -2.120938 -2.830971 -2.915367 1.15 0.55 -1.69
H 0.634769 -2.750700 -0.099923 -1.80 -0.28 1.44
O -0.186895 -2.990411 0.453695 1.07 -1.68 -3.09
H -0.488740 -3.811625 -0.082758 0.48 1.77 1.60
C 3.059617 -1.941707 -1.064422 -0.32 -0.13 0.07
H 3.947292 -1.427621 -1.425837 0.10 0.10 0.06
H 3.395254 -2.853567 -0.560886 -0.19 0.18 0.17
H 2.495312 -2.263621 -1.942761 -0.15 0.18 0.09
C 3.200690 -0.877233 1.600620 -0.42 -0.26 -0.50
H 2.799364 -1.762547 2.108005 0.31 0.13 0.18
H 4.276359 -1.009249 1.416029 -0.37 0.15 -0.03
H 3.003544 -0.000206 2.223869 0.10 -0.10 -0.08
C -3.434652 1.558563 0.964661 -0.58 0.23 -0.06
H -4.383447 1.484271 0.381530 0.40 0.38 0.68
H -3.633512 1.494345 2.060706 0.28 -0.27 -0.89
H -2.955252 2.545345 0.779255 -0.32 -0.63 0.01
C -3.244153 -1.312916 0.549084 -0.65 -0.59 -0.13
H -3.427918 -1.458877 1.634503 0.19 0.28 -0.64
H -4.209568 -1.287550 0.012752 0.27 -0.20 0.33
H -2.643786 -2.171059 0.198916 -0.21 0.49 0.11
C 1.094510 0.574130 4.555834 0.01 0.00 0.20
S -0.165234 1.212361 3.483427 -0.06 -0.27 -0.18
O -0.744136 -0.035245 2.834308 0.58 0.96 -0.58
O -1.113945 1.976036 4.237130 0.38 -0.21 -0.28
O 0.537366 1.960528 2.383009 -0.31 -0.82 -0.02
H 0.630729 0.376404 5.518755 -0.03 -0.02 0.01
H 1.890391 1.303345 4.674801 -0.06 0.15 -0.02
H 1.488255 -0.353653 4.144026 -0.07 0.11 -0.08
```
Positions in Å, forces in eV/Å.

Properties
* ⟨S²⟩: 6.02
* LUMO level (alpha / beta): -3.09 / -3.33 eV
* spin multiplicity: 5
* molecular weight: 410.35 g mol⁻¹
* charge: +1
* F_max: 3.674 eV/A